Entry 1:
ORCA calculation (ωB97M-V/def2-TZVPD) on a structure of composition C27H34F3Ge2MgN4O4S in a non-equilibrium geometry.

The geometry in XYZ format:
```
76
Properties=species:S:1:pos:R:3:forces:R:3:lowdin_charge:R:1
Mg -2.551240 -0.004646 -1.441558 0.2 -0.5 -1.0 0.614
C -1.247916 1.158222 4.050984 -0.1 0.0 0.0 -0.179
C -1.739460 0.728405 2.665748 0.0 0.1 0.0 -0.364
Ge -0.742059 -0.828032 1.968115 0.2 0.2 0.2 0.866
C -1.807638 -2.423866 2.353532 -0.1 -0.1 -0.1 -0.379
C -1.907357 -2.645403 3.864411 0.0 0.0 0.0 -0.180
C 0.961869 -0.906322 2.944311 0.1 -0.1 0.1 -0.240
C 1.958781 -0.701909 2.063913 0.3 0.0 0.1 -0.336
Ge 1.056171 -0.495779 0.308357 -0.1 0.1 0.1 0.906
C 1.221723 1.334476 -0.375381 0.1 0.1 -0.1 -0.344
C 2.644136 1.795045 -0.704818 -0.1 0.0 0.0 -0.162
C 1.432112 -1.904804 -0.995766 0.0 -0.1 -0.1 -0.362
C 2.811507 -1.927603 -1.655195 0.0 0.0 0.0 -0.173
C 3.405503 -0.636513 2.406360 -0.2 0.0 0.0 -0.225
C 4.367005 -0.555684 1.402910 0.0 0.0 0.0 -0.057
C 5.722413 -0.503662 1.699619 0.0 0.0 0.0 -0.082
C 6.144651 -0.522492 3.019165 0.0 0.0 0.0 -0.103
C 5.198699 -0.590187 4.035706 0.0 0.0 0.0 -0.092
C 3.849446 -0.644752 3.731708 0.0 0.0 0.0 -0.042
H -1.802867 2.027112 4.414114 0.0 0.0 0.0 0.064
H -0.190399 1.426461 4.028155 0.0 0.0 0.0 0.060
H -1.360957 0.362756 4.790571 0.0 0.0 0.0 0.054
H -1.638445 1.556524 1.965933 0.0 0.0 0.0 0.032
H -2.799836 0.467593 2.699126 0.0 0.0 0.0 0.056
H -1.348085 -3.277790 1.857179 0.0 0.0 0.0 0.047
H -2.801591 -2.298866 1.916926 0.0 0.0 0.0 0.050
H -0.921907 -2.801904 4.307315 0.0 0.0 0.0 0.058
H -2.517361 -3.521255 4.098933 0.0 0.0 0.0 0.063
H -2.361468 -1.790749 4.370325 0.0 0.0 0.0 0.054
H 1.141319 -1.048126 4.010656 0.0 0.0 0.0 0.051
H 0.789651 1.979931 0.392800 0.0 0.0 0.0 0.062
H 0.578809 1.431043 -1.251597 0.0 0.0 0.0 0.036
H 3.289921 1.773098 0.174548 0.0 0.0 0.0 0.056
H 2.638739 2.818213 -1.087006 0.0 0.0 0.0 0.070
H 3.107375 1.173706 -1.471666 0.0 0.0 0.0 0.045
H 0.648356 -1.808975 -1.748089 0.0 0.0 0.0 0.023
H 1.233638 -2.847114 -0.482337 0.0 0.0 0.0 0.058
H 3.068630 -0.969131 -2.108168 0.0 0.0 0.0 0.044
H 2.842604 -2.677369 -2.450407 0.0 0.0 0.0 0.068
H 3.598775 -2.183630 -0.945293 0.0 0.0 0.0 0.053
H 4.046932 -0.523228 0.369807 0.0 0.0 0.0 0.075
H 6.445934 -0.443279 0.896377 0.0 0.0 0.0 0.101
H 7.199828 -0.476803 3.256970 0.0 0.0 0.0 0.095
H 5.516209 -0.595724 5.071170 0.0 0.0 0.0 0.097
H 3.126771 -0.689294 4.535843 0.0 0.0 0.0 0.098
C -1.673451 -0.367015 -3.402820 0.2 0.0 0.2 -0.160
C -0.652257 0.600856 -3.796180 0.0 0.0 0.0 -0.325
C 0.704713 0.233217 -3.905845 0.0 0.0 0.1 -0.059
C 1.693494 1.151107 -4.184949 0.0 0.0 0.0 -0.057
C 1.371538 2.495816 -4.375802 0.2 0.1 0.0 -0.261
C 0.032979 2.883573 -4.305863 -0.1 0.0 0.0 -0.032
C -0.951338 1.955908 -4.035637 0.0 0.1 0.0 -0.049
C 2.404198 3.459549 -4.643891 -0.2 -0.1 0.0 -0.210
N 3.233724 4.229884 -4.854800 0.0 0.0 0.0 0.121
H -1.318381 -1.389756 -3.534545 -0.1 0.0 0.0 0.038
H -2.610043 -0.216116 -3.948644 0.0 0.0 0.0 0.050
H 0.975353 -0.805039 -3.757085 0.0 0.0 0.0 0.098
H 2.726564 0.834570 -4.264229 0.0 0.0 0.0 0.113
H -0.231267 3.921548 -4.463556 0.0 0.0 0.0 0.117
H -1.983255 2.283204 -3.986145 0.0 0.0 0.0 0.105
F -3.750427 3.318319 1.297262 0.0 0.0 0.0 0.145
C -4.253360 2.582879 0.307058 0.0 0.0 0.0 -0.667
F -5.403989 3.118919 -0.090019 0.0 0.0 0.0 0.151
F -4.496652 1.350922 0.768077 0.0 0.0 0.0 0.127
S -3.080882 2.503719 -1.106880 0.0 0.0 0.0 0.540
O -2.822676 3.858503 -1.454565 0.1 0.0 -0.1 -0.228
O -3.787218 1.639042 -2.063833 0.1 0.3 0.4 -0.314
O -1.941333 1.709810 -0.569950 -0.5 0.4 0.1 -0.353
N -8.359349 -1.755826 -1.950704 -0.1 0.0 0.0 0.082
C -7.347056 -1.857479 -1.401059 0.1 0.1 -0.2 -0.397
N -6.247535 -2.046852 -0.712547 -0.2 -0.2 0.5 0.088
C -5.069388 -1.661932 -0.873849 0.2 0.1 -0.3 -0.314
N -3.921855 -1.399124 -0.935135 0.0 0.2 0.3 0.072
O -1.497647 -2.960439 -0.844533 -0.1 -0.1 0.1 -0.084
H -1.661783 -3.881699 -1.070211 0.1 0.0 0.0 0.052
H -2.390327 -2.577767 -0.793433 0.0 -0.1 0.0 -0.029
```
Forces are in eV/Å.

Summary:
* electronic energy: -180169.38213 eV
* spin multiplicity: 1
* gap between HOMO and LUMO: 7.567 eV
* F_max: 1.20 eV/Å
* charge: -1

Entry 2:
ORCA calculation (ωB97M-V/def2-TZVPD) on a cluster of 4 separate species, C27H34INO4 in total in a non-equilibrium geometry.

The geometry in XYZ format:
```
67
Properties=species:S:1:pos:R:3:forces:R:3:lowdin_charge:R:1
O -1.336375 1.418487 4.460218 -1.3 0.9 -1.5 0.093
C -2.041568 1.937221 3.616928 0.8 -0.9 1.8 -0.318
O -3.232507 1.414469 3.203222 0.6 -0.2 0.3 -0.043
C -3.119709 0.942140 1.861193 -0.5 0.3 -0.4 -0.207
C -4.493992 0.683470 1.283967 0.2 0.1 0.1 -0.172
C -4.476954 0.738521 -0.232257 0.3 -0.7 0.1 -0.157
C -3.489197 -0.252876 -0.872356 -0.1 1.0 0.0 -0.136
N -2.284179 0.467741 -1.412470 0.1 -1.2 -0.1 -0.068
C -1.048952 -0.172069 -0.915936 -0.1 0.1 -0.1 -0.203
C 0.238869 0.316309 -1.544747 0.0 0.5 0.3 -0.283
C 0.773540 1.644166 -1.033161 0.2 -0.2 -0.3 -0.645
I -0.442620 3.368567 -1.368034 0.1 0.0 0.1 0.791
C -2.349396 0.396249 -2.828176 -0.6 1.7 -0.8 -0.580
O -2.644481 1.343497 -3.535884 0.5 -1.4 0.8 0.095
O -2.100244 -0.832667 -3.348177 0.4 0.3 0.5 0.113
H -1.815894 2.911044 3.166748 0.1 0.0 -0.2 0.147
H -2.604867 1.686550 1.251013 0.2 0.2 -0.1 0.115
H -2.549923 0.020803 1.844587 0.4 -0.2 0.1 0.120
H -5.193117 1.423604 1.652994 -0.1 0.2 0.2 0.104
H -4.824513 -0.285253 1.645184 -0.3 -0.2 0.0 0.120
H -4.174961 1.726188 -0.551467 -0.2 0.3 -0.2 0.117
H -5.470788 0.511235 -0.591476 -0.3 0.2 -0.2 0.110
H -3.976444 -0.790496 -1.674024 -0.1 -0.2 -0.2 0.119
H -3.178015 -0.996922 -0.150330 0.2 -0.2 0.1 0.116
H -1.108499 -1.252892 -1.015538 0.0 -0.3 -0.1 0.121
H -0.984023 0.037341 0.144897 -0.1 0.1 0.3 0.110
H 0.217340 0.335313 -2.628829 -0.2 -0.1 -0.3 0.106
H 0.997576 -0.410673 -1.272327 0.2 -0.3 0.0 0.110
H 1.696561 1.851948 -1.552049 0.2 0.2 -0.2 0.020
H 1.031974 1.586694 0.011830 -0.3 0.1 0.4 0.043
H -1.944897 -0.667290 -4.281212 -0.2 -0.2 -0.5 0.127
C 5.302485 -2.951211 -2.154380 0.0 0.0 0.0 -0.092
C 4.142333 -3.120772 -2.896738 0.0 0.0 0.0 -0.094
C 3.347094 -2.025016 -3.200061 0.0 0.0 0.0 -0.097
C 3.711517 -0.760686 -2.758387 0.0 0.0 0.0 -0.105
C 4.867806 -0.591691 -2.010211 0.0 0.0 0.0 -0.088
C 5.664024 -1.687491 -1.709275 0.0 0.0 0.0 -0.088
H 5.925235 -3.805631 -1.922374 0.0 0.0 0.0 0.098
H 3.858208 -4.107011 -3.239356 0.0 0.0 0.0 0.101
H 2.443147 -2.156261 -3.780970 0.0 0.0 0.0 0.100
H 3.092579 0.095030 -2.997865 0.0 0.0 0.0 0.092
H 5.148870 0.393587 -1.661589 0.0 0.0 0.0 0.102
H 6.566727 -1.555914 -1.126988 0.0 0.0 0.0 0.080
C 10.590315 -2.753923 2.040037 0.0 0.0 0.0 -0.096
C 9.541759 -3.323552 1.332222 0.0 0.0 0.0 -0.094
C 9.031790 -2.681454 0.212949 0.0 0.0 0.0 -0.100
C 9.567908 -1.469259 -0.197908 0.0 0.0 0.0 -0.100
C 10.612449 -0.896787 0.513908 0.0 0.0 0.0 -0.096
C 11.124212 -1.539539 1.632045 0.0 0.0 0.0 -0.096
H 10.991567 -3.256239 2.910367 0.0 0.0 0.0 0.100
H 9.121757 -4.267787 1.653010 0.0 0.0 0.0 0.101
H 8.215875 -3.128090 -0.340948 0.0 0.0 0.0 0.086
H 9.172104 -0.970382 -1.073589 0.0 0.0 0.0 0.097
H 11.028365 0.050372 0.196554 0.0 0.0 0.0 0.100
H 11.939784 -1.093969 2.186212 0.0 0.0 0.0 0.100
C -8.287446 1.171102 2.540036 0.0 0.0 0.0 -0.103
C -9.449018 0.892312 1.833877 0.0 0.0 0.0 -0.098
C -10.250239 1.930254 1.379479 0.0 0.0 0.0 -0.098
C -9.890904 3.246402 1.633488 0.0 0.0 0.0 -0.097
C -8.732191 3.524693 2.344732 0.0 0.0 0.0 -0.096
C -7.929619 2.487126 2.797509 0.0 0.0 0.0 -0.102
H -7.659302 0.362000 2.890296 0.0 0.0 0.0 0.099
H -9.729908 -0.134160 1.637346 0.0 0.0 0.0 0.099
H -11.155051 1.713528 0.826948 0.0 0.0 0.0 0.100
H -10.514544 4.055760 1.277192 0.0 0.0 0.0 0.100
H -8.454428 4.550871 2.546495 0.0 0.0 0.0 0.100
H -7.025005 2.703371 3.351605 0.0 0.0 0.0 0.100
```
Forces are in eV/Å.

Summary:
* electronic energy: -46330.42426 eV
* spin multiplicity: 1
* gap between HOMO and LUMO: 9.400 eV
* F_max: 2.19 eV/Å

Entry 3:
ORCA calculation (ωB97M-V/def2-TZVPD) on a structure of composition C27H34N6O3Pd in a non-equilibrium geometry.

The geometry in XYZ format:
```
71
Properties=species:S:1:pos:R:3:forces:R:3:lowdin_charge:R:1
Pd 0.502546 0.989408 1.434565 0.9 0.9 -0.6 1.100
C 5.926235 0.576441 2.394392 -0.1 0.0 0.0 -0.002
O 4.563336 0.475629 2.864480 0.1 0.0 0.0 0.035
C 3.553732 0.795376 2.091697 -0.1 0.0 0.0 -0.533
O 2.411394 0.694927 2.554876 0.2 -0.3 0.1 -0.005
N 3.810558 1.219462 0.834265 -0.1 0.0 0.0 0.038
N 2.734786 1.691628 0.078351 -0.1 0.1 0.0 0.062
H 6.541303 0.317498 3.246408 0.0 0.0 0.0 0.109
H 6.155943 1.596642 2.086937 0.0 0.0 0.0 0.105
H 6.101661 -0.133482 1.586998 0.0 0.0 0.0 0.107
H 4.752157 1.365915 0.509308 0.0 0.0 0.0 0.144
H 2.702432 1.221926 -0.818321 0.0 0.0 0.0 0.110
H 2.812283 2.693321 -0.062501 0.0 0.0 0.0 0.116
N -0.270699 2.777434 5.221074 0.0 0.1 -0.2 0.241
C -0.046173 2.021559 4.157723 -0.1 -0.1 0.3 -0.474
O 0.007522 2.482839 3.005033 0.3 0.0 0.2 -0.054
C 0.180023 0.558815 4.304934 0.1 -0.2 0.4 -0.127
C -0.228373 -0.153119 3.058086 -0.4 0.6 -0.8 -0.025
H -0.388102 3.773226 5.108320 0.0 0.0 0.0 0.144
H -0.339073 2.390956 6.147093 0.0 0.0 0.0 0.137
H -0.369944 0.133806 5.152343 0.0 0.0 0.0 0.152
H 1.243904 0.414160 4.495505 0.0 0.0 0.0 0.129
H -1.280460 -0.139570 2.800947 -0.1 -0.2 0.3 0.092
H 0.272889 -1.096538 2.885000 0.0 0.0 0.0 0.082
C -0.264332 -3.262926 -3.906754 -0.1 0.0 0.0 -0.029
C -1.582546 -2.533930 -3.861091 0.2 -0.1 -0.2 -0.205
C -2.558518 -2.741618 -4.829137 0.0 0.0 0.0 -0.017
C -3.761322 -2.050200 -4.810193 0.0 0.0 0.0 -0.053
C -4.014336 -1.136278 -3.800919 0.0 0.1 0.0 -0.061
C -3.067721 -0.928721 -2.807705 -0.1 0.0 0.1 -0.047
C -1.862083 -1.618928 -2.849653 0.2 0.1 0.2 -0.195
N -0.885528 -1.471014 -1.806162 -0.2 -0.1 -0.2 0.161
C -0.581922 -0.352987 -1.124636 0.0 -0.1 -0.3 -0.364
N -0.922726 0.812963 -1.686878 -0.2 0.0 0.0 0.169
C -0.773181 2.072098 -1.128009 -0.1 0.3 -0.1 -0.190
C -0.277023 2.323877 0.135316 -0.7 -0.5 1.0 -0.105
C -0.120860 3.602876 0.644225 -0.1 0.4 -0.6 -0.103
C -0.470507 4.672599 -0.162368 0.1 0.0 0.0 -0.044
C -0.974873 4.444827 -1.435565 0.0 0.1 -0.1 -0.013
C -1.134524 3.167466 -1.935481 0.1 0.0 -0.2 -0.191
C -1.669631 2.930323 -3.324583 0.0 0.1 0.0 -0.019
N 0.095873 -0.397367 -0.005655 0.3 -0.7 1.0 0.025
C 0.246228 -1.685975 0.623003 0.1 -0.1 -0.5 -0.314
C 1.536010 -2.165479 0.820416 0.1 -0.1 -0.1 -0.039
C 1.745983 -3.376706 1.461473 0.0 0.0 0.0 -0.055
C 0.653339 -4.108999 1.905151 0.0 0.0 0.0 -0.049
C -0.631392 -3.621457 1.709396 0.0 0.0 0.0 -0.018
C -0.866086 -2.405041 1.069531 -0.2 -0.1 0.1 -0.245
C -2.275241 -1.887716 0.914452 0.0 -0.1 0.0 -0.022
H -0.183250 -3.848593 -4.819590 0.0 0.0 0.0 0.087
H -0.150070 -3.959920 -3.069691 0.0 0.0 0.0 0.088
H 0.576176 -2.566464 -3.876472 0.0 0.0 0.0 0.086
H -2.364167 -3.457183 -5.618941 0.0 0.0 0.0 0.123
H -4.501716 -2.231858 -5.578013 0.0 0.0 0.0 0.117
H -4.953383 -0.599127 -3.769675 0.0 0.0 0.0 0.115
H -3.292796 -0.262445 -1.982377 0.0 0.0 0.0 0.117
H -0.416935 -2.309076 -1.497727 -0.1 -0.1 0.0 0.144
H -1.353877 0.759265 -2.597519 0.0 0.0 0.0 0.119
H 0.250147 3.779672 1.634179 0.0 0.1 0.0 0.084
H -0.359086 5.681097 0.212340 0.0 0.0 0.0 0.120
H -1.247311 5.286690 -2.060792 0.0 0.0 0.0 0.128
H -1.885543 3.879137 -3.809390 0.0 0.0 0.0 0.093
H -2.600529 2.355409 -3.310965 0.0 0.0 0.0 0.091
H -0.949018 2.399735 -3.953878 0.0 0.0 0.0 0.098
H 2.371685 -1.579673 0.453003 0.0 0.0 0.0 0.110
H 2.751536 -3.750470 1.605803 0.0 0.0 0.0 0.115
H 0.800710 -5.058053 2.404398 0.0 0.0 0.0 0.118
H -1.480267 -4.193000 2.068055 0.0 0.0 0.0 0.127
H -2.904188 -2.247073 1.728925 0.0 0.0 0.0 0.096
H -2.730970 -2.232014 -0.016414 0.0 0.0 0.0 0.087
H -2.310091 -0.795998 0.909056 0.0 0.0 0.0 0.074
```
Forces are in eV/Å.

Summary:
* electronic energy: -47099.47180 eV
* spin multiplicity: 1
* gap between HOMO and LUMO: 6.078 eV
* F_max: 1.43 eV/Å
* charge: +2